(1)
Formula: C25H78N16O14
Source: OMol25
Level of theory: the ωB97M-V functional and the def2-TZVPD basis

```
133
Properties=species:S:1:pos:R:3:lowdin_charge:R:1
C 12.503 -2.523 33.744 -0.6555
O 12.865 -1.362 33.752 0.0324
N 11.465 -3.050 34.439 0.1667
N 13.257 -3.550 33.194 0.1722
H 10.866 -2.398 34.919 0.1092
H 11.099 -3.972 34.302 0.0500
H 14.070 -3.344 32.636 0.0425
H 12.756 -4.424 33.060 0.0456
C 14.803 -10.187 28.846 -0.6513
O 14.106 -10.117 29.869 -0.0179
N 16.122 -9.988 28.806 0.1958
N 14.312 -10.546 27.634 0.1742
H 16.591 -9.711 29.660 0.0644
H 16.661 -10.119 27.967 0.0839
H 14.904 -10.348 26.844 0.0651
H 13.380 -10.911 27.565 0.1080
C 14.909 -2.024 30.879 -0.6436
O 15.614 -2.281 31.861 -0.0242
N 13.676 -1.475 30.926 0.1923
N 15.393 -2.168 29.635 0.1850
H 13.252 -1.185 31.793 0.0729
H 13.217 -1.455 30.035 0.0845
H 14.925 -1.885 28.793 0.0967
H 16.200 -2.778 29.517 0.0704
C 10.970 -8.894 30.574 -0.7035
O 10.008 -8.298 31.075 -0.0315
N 12.063 -8.279 30.092 0.1801
N 10.967 -10.236 30.462 0.1592
H 11.969 -7.279 30.162 0.0721
H 12.902 -8.794 29.848 0.0471
H 11.793 -10.715 30.140 0.0777
H 10.171 -10.682 30.880 0.1035
C 11.613 -3.955 29.307 -0.6870
O 12.439 -4.662 29.878 0.0062
N 11.920 -3.258 28.188 0.1728
N 10.325 -3.798 29.643 0.1840
H 11.126 -2.953 27.658 0.1062
H 12.831 -3.369 27.781 0.0778
H 9.695 -3.265 29.077 0.1042
H 10.068 -4.018 30.589 0.1012
C 16.765 -1.787 35.155 -0.6835
O 16.946 -1.713 36.376 -0.0065
N 16.934 -0.718 34.341 0.1492
N 16.396 -2.877 34.444 0.1720
H 17.208 0.127 34.811 0.1009
H 16.549 -0.776 33.413 0.0737
H 16.222 -3.752 34.901 0.0498
H 16.247 -2.793 33.451 0.0336
C 11.578 -6.481 33.775 -0.6502
O 12.650 -6.978 34.124 0.0136
N 11.348 -5.876 32.568 0.1598
N 10.536 -6.343 34.619 0.1702
H 10.446 -5.454 32.448 0.0964
H 12.005 -5.800 31.806 0.0686
H 10.571 -6.740 35.542 0.1232
H 9.636 -6.252 34.175 0.1090
C 14.637 -5.943 36.910 -0.6521
O 15.199 -5.840 38.004 0.0098
N 14.440 -7.154 36.342 0.1699
N 14.094 -4.973 36.131 0.1819
H 14.780 -7.940 36.868 0.1120
H 13.954 -7.248 35.453 0.0521
H 13.661 -5.183 35.250 0.0499
H 13.820 -4.072 36.486 0.1129
C 15.797 -5.866 32.532 -0.0492
C 15.321 -6.513 31.259 -0.2483
O 16.374 -6.686 30.279 -0.1069
H 15.775 -6.568 33.365 0.0751
H 15.190 -5.009 32.810 0.0383
H 16.813 -5.508 32.362 0.0728
H 14.548 -5.957 30.725 0.0866
H 14.784 -7.452 31.417 0.1097
H 16.954 -7.435 30.438 0.0564
C 19.427 -10.010 32.612 -0.0606
C 18.862 -9.143 31.519 -0.4894
C 19.688 -9.249 30.251 -0.0360
O 17.480 -9.415 31.295 -0.0709
H 19.464 -11.060 32.301 0.0885
H 18.874 -9.943 33.550 0.0895
H 20.475 -9.812 32.841 0.0904
H 18.911 -8.151 31.984 0.1339
H 19.849 -10.314 30.062 0.0847
H 20.686 -8.862 30.456 0.0886
H 19.264 -8.795 29.357 0.0601
H 17.110 -9.901 32.039 0.1105
C 19.738 -6.130 37.480 -0.0489
C 18.308 -5.812 37.015 -0.4748
C 18.045 -5.562 35.533 -0.0551
O 17.515 -6.928 37.381 -0.0999
H 20.390 -5.253 37.463 0.0711
H 20.202 -6.912 36.880 0.0727
H 19.660 -6.358 38.542 0.0751
H 17.862 -5.015 37.618 0.1387
H 18.270 -6.452 34.934 0.0706
H 18.735 -4.842 35.083 0.0809
H 17.020 -5.346 35.244 0.0303
H 16.752 -6.505 37.821 0.0231
C 17.676 -7.693 26.394 -0.0418
C 17.652 -8.928 25.491 -0.4500
C 18.937 -9.823 25.554 -0.0323
O 16.530 -9.789 25.633 -0.0721
H 16.736 -7.139 26.390 0.0568
H 18.429 -6.963 26.098 0.0893
H 17.847 -7.891 27.455 0.0548
H 17.567 -8.459 24.506 0.1296
H 19.198 -10.042 26.591 0.0694
H 19.808 -9.356 25.096 0.0792
H 18.746 -10.779 25.066 0.0711
H 16.678 -10.529 25.038 0.0931
C 19.690 -4.987 29.232 -0.0445
C 18.627 -4.307 30.120 -0.4564
C 18.993 -2.875 30.444 -0.0505
O 17.439 -4.288 29.317 -0.1044
H 20.028 -4.237 28.516 0.0775
H 19.302 -5.833 28.663 0.0555
H 20.511 -5.390 29.829 0.0754
H 18.456 -4.906 31.016 0.1194
H 19.785 -2.776 31.187 0.0860
H 18.131 -2.443 30.966 0.0603
H 19.148 -2.155 29.640 0.0857
H 16.971 -5.106 29.564 0.0458
C 12.552 -6.433 26.899 -0.0415
C 13.671 -5.482 26.515 -0.4883
C 14.758 -5.483 27.560 -0.0597
O 14.153 -5.993 25.272 -0.0556
H 11.799 -5.971 27.537 0.0624
H 12.908 -7.373 27.324 0.0740
H 11.968 -6.823 26.061 0.0822
H 13.331 -4.474 26.257 0.1167
H 14.372 -5.183 28.535 0.0550
H 15.566 -4.826 27.224 0.0856
H 15.197 -6.473 27.687 0.0714
H 14.732 -5.318 24.903 0.0867
```

- HOMO (eV) = -8.48
- net charge = 0
- calculated total energy (eV) = -79705.352
- LUMO (eV) = -0.1
- frontier orbital gap (eV) = 8.4

(2)
Formula: C59H52ClGeN4O9PTl
Source: OMol25
Level of theory: the ωB97M-V functional and the def2-TZVPD basis

```
128
Properties=species:S:1:pos:R:3:lowdin_charge:R:1
Tl 0.394 1.538 0.210 0.8633
O 3.009 6.937 3.113 0.0971
C 3.995 6.447 2.420 -0.5410
O 5.151 6.799 2.572 0.0217
C 3.657 5.399 1.397 -0.0423
C 4.582 4.873 0.521 -0.5813
Cl 6.231 5.242 0.289 0.7762
N 3.976 3.885 -0.186 -0.0897
N 2.697 3.733 0.182 0.1620
C 2.477 4.630 1.120 -0.1118
C 1.079 4.731 1.693 -0.5893
O 0.882 5.657 2.536 -0.0071
O 0.225 3.912 1.337 -0.1113
C 4.571 3.073 -1.194 -0.2074
C 5.099 3.657 -2.333 -0.0347
C 5.771 2.867 -3.253 -0.0796
C 5.917 1.505 -3.027 -0.0902
C 5.350 0.925 -1.900 -0.0739
C 4.663 1.707 -0.986 0.0012
H 2.110 6.448 2.859 0.0654
H 4.988 4.722 -2.491 0.1154
H 6.174 3.316 -4.152 0.1004
H 6.454 0.890 -3.738 0.0981
H 5.440 -0.143 -1.741 0.0959
H 4.188 1.282 -0.110 0.0881
O -2.783 4.288 -4.946 0.0602
C -2.413 3.542 -4.057 -0.2959
C -1.352 2.485 -4.156 -0.3093
O -0.944 1.950 -5.181 0.0429
C -0.940 2.207 -2.774 -0.3395
C -1.850 2.845 -1.866 -0.3485
O -1.742 2.771 -0.608 -0.1692
C -2.901 3.521 -2.637 -0.3200
O -3.982 3.938 -2.233 0.0354
O 0.031 1.494 -2.400 -0.1750
C 4.141 -2.162 1.943 -0.0633
C 3.775 -0.896 1.466 -0.1387
N 2.864 -0.133 2.025 0.1335
C 2.260 -0.578 3.146 -0.1456
C 2.564 -1.833 3.713 -0.1546
C 3.523 -2.632 3.069 -0.0289
C 1.945 -2.246 4.939 -0.0440
C 1.126 -1.410 5.607 -0.0403
C 0.806 -0.117 5.078 -0.1623
C -0.018 0.785 5.774 -0.0263
C -0.324 1.990 5.210 -0.0391
C 0.156 2.268 3.919 -0.0963
N 0.953 1.456 3.254 0.1077
C 1.308 0.288 3.826 -0.1623
H 4.900 -2.738 1.430 0.1014
H 4.273 -0.492 0.589 0.0783
H 3.771 -3.602 3.486 0.1111
H 2.167 -3.236 5.321 0.1064
H 0.686 -1.699 6.555 0.1084
H -0.410 0.500 6.745 0.1125
H -0.951 2.711 5.716 0.1077
H -0.120 3.186 3.407 0.0995
C 1.874 -4.529 -0.597 -0.1161
C 2.099 -3.762 -1.904 -0.7022
C 2.129 -4.735 -3.080 -0.0988
C 3.464 -3.062 -1.827 -0.1246
P 0.870 -2.312 -1.956 1.1732
C 1.133 -1.732 -3.685 -0.3605
C 0.793 -2.420 -4.854 -0.1182
C 0.998 -1.853 -6.101 -0.0934
C 1.543 -0.579 -6.208 -0.0911
C 1.885 0.116 -5.062 -0.0719
C 1.685 -0.460 -3.814 -0.1056
C -0.906 -2.957 -1.964 -0.6886
C -1.259 -4.260 -2.676 -0.0926
C -1.721 -1.789 -2.541 -0.0857
C -1.280 -3.104 -0.484 -0.1336
H 2.719 -5.203 -0.407 0.0772
H 0.966 -5.136 -0.638 0.0616
H 1.790 -3.842 0.251 0.0693
H 2.876 -5.515 -2.884 0.0786
H 2.409 -4.227 -4.003 0.0679
H 1.168 -5.225 -3.237 0.0580
H 4.266 -3.802 -1.718 0.0808
H 3.497 -2.382 -0.973 0.0456
H 3.650 -2.478 -2.732 0.0729
H 0.352 -3.406 -4.803 0.0759
H 0.712 -2.399 -6.993 0.0925
H 1.676 -0.122 -7.181 0.0974
H 2.278 1.122 -5.129 0.1087
H 1.909 0.106 -2.922 0.0801
H -1.078 -4.219 -3.749 0.0582
H -2.329 -4.452 -2.536 0.0837
H -0.715 -5.110 -2.258 0.0599
H -1.598 -1.697 -3.621 0.0835
H -1.407 -0.837 -2.102 0.0717
H -2.783 -1.929 -2.317 0.0844
H -0.692 -3.876 0.018 0.0611
H -2.341 -3.364 -0.391 0.0878
H -1.116 -2.161 0.037 0.0298
C -2.131 -1.830 2.801 -0.2544
Ge -2.359 -0.197 1.662 1.0156
C -3.082 1.186 2.887 -0.3090
C -3.342 0.961 4.237 -0.1398
C -3.883 1.962 5.035 -0.1234
C -4.148 3.214 4.495 -0.1075
C -3.877 3.457 3.153 -0.0703
C -3.347 2.454 2.354 -0.0845
C -3.944 -0.413 0.452 -0.2332
C -3.905 0.399 -0.656 -0.1012
C -4.932 0.412 -1.626 -0.0414
C -5.984 -0.446 -1.509 -0.0409
C -6.078 -1.311 -0.389 -0.1733
C -7.178 -2.191 -0.237 -0.0558
C -7.309 -2.986 0.866 -0.1115
C -6.340 -2.923 1.889 -0.0995
C -5.260 -2.093 1.762 -0.0410
C -5.071 -1.277 0.616 -0.1645
H -2.867 -1.877 3.602 -0.0050
H -1.135 -1.803 3.255 -0.0016
H -2.203 -2.732 2.194 0.0017
H -3.121 -0.004 4.680 0.0811
H -4.087 1.766 6.083 0.0903
H -4.556 4.000 5.119 0.0906
H -4.076 4.432 2.725 0.1067
H -3.118 2.666 1.311 0.0915
H -3.072 1.074 -0.787 0.0655
H -4.869 1.109 -2.453 0.1097
H -6.771 -0.473 -2.254 0.1050
H -7.930 -2.211 -1.020 0.1029
H -8.157 -3.653 0.964 0.0889
H -6.457 -3.529 2.779 0.0917
H -4.531 -2.034 2.556 0.0684
```

- ΔE to the lowest compared entry with this formula, charge and spin (kcal per mole) = 24.0
- HOMO (alpha / beta) (eV) = -1.56 / -1.53
- net charge = -2
- calculated total energy (eV) = -169439.223
- LUMO (alpha / beta) (eV) = 3.4 / 2.8
- frontier orbital gap (alpha / beta) (eV) = 5.0 / 4.3
- <S²> = 0.7574
- spin multiplicity = 2